DFT (ωB97M-V/def2-TZVPD) results for an isolated molecule of C4H12N2 in a non-equilibrium geometry.

Summary:
- HOMO (eV) = -8.9
- energy above the lowest of the compared OMol25 structures with the same formula, charge and spin (eV) = 2.3794
- orbital gap (Ha) = 0.3590
- E_LUMO (eV) = 0.855

ORCA input file:
```
! wB97M-V def2-TZVPD RIJCOSX def2/J DEFGRID3
* xyz 0 1
N -1.7785 -0.1518 -1.4784
C -1.1249 1.0610 -1.0667
C 0.4834 1.0820 -0.7776
C 0.9056 0.6461 0.6828
C 0.6506 -0.8822 0.7657
N 1.2227 -1.4956 1.9923
H -2.3759 -0.5692 -0.8210
H -1.0788 -0.9520 -1.6559
H -1.3043 1.6616 -2.1143
H -1.8191 1.5649 -0.2829
H 0.8845 0.5962 -1.7018
H 0.7582 2.0969 -0.9128
H 0.1409 1.1037 1.3802
H 1.9756 0.9158 1.2330
H -0.4182 -1.0863 0.6198
H 1.1122 -1.4299 -0.1084
H 0.4096 -1.5793 2.5759
H 1.3563 -2.5818 1.6701
*
```



DFT (ωB97M-V/def2-TZVPD) results for a structure of composition C4H12N2 in a non-equilibrium geometry.

Summary:
- HOMO (eV) = -9.1
- energy above the lowest of the compared OMol25 structures with the same formula, charge and spin (eV) = 6.1708
- orbital gap (Ha) = 0.3717
- E_LUMO (eV) = 0.992

ORCA input file:
```
! wB97M-V def2-TZVPD RIJCOSX def2/J DEFGRID3
* xyz 0 1
C 0.1944 -0.7338 1.2534
C 0.2388 0.7760 1.2456
C -0.7444 1.4404 0.0897
N 0.3860 1.2412 -1.3366
C 0.5871 -1.4153 -0.1149
N -0.6854 -1.5148 -1.0177
H -0.6769 -1.1679 1.4746
H 1.0004 -0.9428 2.0028
H 1.3654 1.2827 1.3363
H -0.3298 1.2264 2.1121
H -1.0998 2.3145 0.6490
H -1.4231 0.5792 -0.0753
H 0.3113 1.9532 -0.2806
H -0.0492 2.0127 -1.9235
H 1.5275 -0.8208 -0.4882
H 0.9502 -2.4342 0.0250
H -0.4392 -1.9915 -1.9076
H -0.6964 -0.4987 -1.2870
*
```



DFT (ωB97M-V/def2-TZVPD) results for a cluster of 2 separate species, C4H12N2 in total in a non-equilibrium geometry.

Summary:
- HOMO (eV) = -9.0
- energy above the lowest of the compared OMol25 structures with the same formula, charge and spin (eV) = 2.2599
- orbital gap (Ha) = 0.3665
- E_LUMO (eV) = 1.004

ORCA input file:
```
! wB97M-V def2-TZVPD RIJCOSX def2/J DEFGRID3
* xyz 0 1
C 2.0968 -1.4992 1.5172
N 2.8670 -1.4851 2.5057
C 4.1401 -0.7718 2.4150
H 1.0796 -1.7892 1.7741
H 2.3956 -0.9891 0.5938
H 4.7475 -0.9897 1.5359
H 4.6478 -0.8997 3.3650
H 3.8663 0.2814 2.2917
C -2.3872 1.8808 -2.1611
N -2.3473 1.0589 -0.9608
C -2.6897 -0.3662 -1.1979
H -1.3801 2.0198 -2.5748
H -3.0773 1.4676 -2.8997
H -2.6577 2.9237 -1.9964
H -3.0843 1.3414 -0.3435
H -3.7210 -0.6091 -0.9513
H -1.9556 -0.9751 -0.6692
H -2.5405 -0.5992 -2.2437
*
```



DFT (ωB97M-V/def2-TZVPD) results for a cluster of 2 separate species, C4H12N2 in total in a non-equilibrium geometry.

Summary:
- HOMO (eV) = -6.9
- energy above the lowest of the compared OMol25 structures with the same formula, charge and spin (eV) = 7.8414
- orbital gap (Ha) = 0.1356
- E_LUMO (eV) = -3.246

ORCA input file:
```
! wB97M-V def2-TZVPD RIJCOSX def2/J DEFGRID3
* xyz 0 1
C 0.3076 -0.2647 -1.7733
N 0.4202 -1.1173 -2.8521
C 0.6924 -0.9088 -0.4070
C 0.4650 -0.1184 0.8157
C 0.7974 1.3449 0.9681
N -1.9990 0.3601 1.5009
H -0.7061 0.1639 -1.6373
H 0.9910 0.5886 -1.9495
H -0.4101 -1.6897 -3.0053
H -2.6840 -0.1865 0.9836
H 1.7256 -1.2188 -0.5565
H 0.1082 -1.8363 -0.3237
H 0.8172 -0.6417 1.7071
H -0.7523 -0.1505 1.0213
H 0.4137 1.9540 0.1423
H 0.2636 1.7090 1.8588
H -2.3308 0.4882 2.4542
H 1.8805 1.5238 1.0527
*
```



Number 4 is which compound?
C4H12N2



Repeat the third record exactly.
DFT (ωB97M-V/def2-TZVPD) results for a cluster of 2 separate species, C4H12N2 in total in a non-equilibrium geometry.

Summary:
- HOMO (eV) = -9.0
- energy above the lowest of the compared OMol25 structures with the same formula, charge and spin (eV) = 2.2599
- orbital gap (Ha) = 0.3665
- E_LUMO (eV) = 1.004

ORCA input file:
```
! wB97M-V def2-TZVPD RIJCOSX def2/J DEFGRID3
* xyz 0 1
C 2.0968 -1.4992 1.5172
N 2.8670 -1.4851 2.5057
C 4.1401 -0.7718 2.4150
H 1.0796 -1.7892 1.7741
H 2.3956 -0.9891 0.5938
H 4.7475 -0.9897 1.5359
H 4.6478 -0.8997 3.3650
H 3.8663 0.2814 2.2917
C -2.3872 1.8808 -2.1611
N -2.3473 1.0589 -0.9608
C -2.6897 -0.3662 -1.1979
H -1.3801 2.0198 -2.5748
H -3.0773 1.4676 -2.8997
H -2.6577 2.9237 -1.9964
H -3.0843 1.3414 -0.3435
H -3.7210 -0.6091 -0.9513
H -1.9556 -0.9751 -0.6692
H -2.5405 -0.5992 -2.2437
*
```



Which of these has the lowest HOMO?
number 2



Among the records above, which one has the lowest energy above the lowest of the compared OMol25 structures with the same formula, charge and spin?
number 3